Below is the molecule C3H5ClO, with properties calculated with ωB97M-V with the def2-TZVPD basis set.

```
10
C3H5ClO | the OMol25 dataset | ωB97M-V with the def2-TZVPD basis set
C 1.54382 -0.60624 0.08338
O 0.15622 -0.72762 -0.15300
C -0.59241 0.39234 -0.15304
C -1.87336 0.54856 0.07789
Cl -2.95831 -0.72646 -0.00985
H 1.68387 -0.01289 1.01747
H 2.02476 -1.58040 0.07339
H 1.87337 -0.10908 -0.80530
H 0.20266 1.20518 -0.04873
H -2.06064 1.61661 -0.08221
```

The total charge is 0. Its energy above the lowest of the compared OMol25 structures with the same formula, charge and spin is 1.8187 eV. As for the multiplicity: 1. The value obtained for the HOMO energy is -8.76 eV. The calculation puts the energy at -652.6665 Eh. The value obtained for the largest force on an atom is 5.1 eV Å⁻¹. As for the gap between HOMO and LUMO: 9.71 eV.